No. 1
66
Properties=species:S:1:pos:R:3:forces:R:3:mulliken_charge:R:1 method="wB97M-V/def2-TZVPD" gap_ha=0.3671 e_tot_ev=-30598.49660 e_above_lowest_ev=3.143 multiplicity=1 smiles=CC(C)O.CC(C)O.CC(C)O.CC(C)O.CC(C)O.O.O mol_weight_g_mol=336.510
O 1.440586 -2.857109 -2.821994 1.463 0.381 -1.322 -0.533
O 0.243148 -0.177967 -0.163044 -0.134 -0.319 -0.227 -0.591
O -4.395484 -4.674807 2.454652 0.935 -1.083 0.298 -0.524
O 5.209954 3.100533 -0.772640 -0.314 0.014 2.667 -0.533
O -0.119418 -5.967473 2.753813 0.201 0.555 0.227 -0.531
O 2.296503 2.553348 1.940772 -0.170 -0.250 -0.009 -0.632
O 0.163244 6.163754 1.806668 0.242 -0.966 0.587 -0.556
C -1.748381 5.214955 0.750213 0.201 0.104 -1.039 -1.193
C -0.657771 -3.562545 -3.200240 -2.339 -0.407 -1.886 -1.313
C -6.718281 -4.140141 2.405898 0.311 0.896 -1.195 -1.082
C 5.282148 4.867644 -2.420198 -0.440 -0.337 0.313 -1.235
C 0.182864 -3.716348 3.783505 1.503 -1.503 -0.945 -1.170
C -5.286197 -3.623516 2.546989 -1.390 0.364 1.410 0.181
C 4.613234 3.502943 -1.936828 2.143 0.463 -3.811 0.209
C 5.025120 2.298918 -2.929020 -1.932 1.417 0.729 -1.093
C 0.909273 -5.015536 3.092786 -1.536 0.468 0.348 0.233
C 0.545418 -3.062607 -3.948586 -0.301 -0.408 2.227 0.447
C 1.598336 -4.536710 1.823204 0.002 0.723 0.152 -1.009
C 0.304553 -1.859169 -4.860297 0.882 0.735 -0.103 -1.192
C -1.181422 7.777500 0.731003 -0.948 -0.118 -0.650 -1.398
C -4.963715 -2.661656 1.466346 0.400 1.740 -0.480 -1.178
C -0.681076 6.338491 0.670039 -0.073 0.627 0.748 0.679
H -7.348045 -3.271082 2.215531 -0.330 -0.074 0.224 0.338
H 0.810799 0.426663 -0.640982 0.209 0.172 -0.046 0.291
H -6.592523 -4.601692 1.426489 -0.912 -0.701 -0.112 0.277
H 3.531024 3.609698 -1.862468 0.106 -0.190 0.392 0.352
H -1.271162 4.250699 0.575359 0.261 -0.043 0.532 0.264
H -5.626790 -1.798018 1.415602 -0.356 -0.133 -0.018 0.368
H 1.014157 -2.278205 -2.185884 -0.214 0.097 -0.006 0.321
H -5.181073 -3.152010 3.524091 0.358 -0.005 0.101 0.309
H -1.419296 -3.678247 -3.971474 -0.623 -0.070 -0.097 0.371
H -4.924215 -3.123470 0.479797 -0.145 -0.172 -0.051 0.352
H -0.527406 -3.897030 4.590332 0.277 -0.522 0.031 0.346
H 6.149396 3.298094 -0.776604 0.005 0.076 -0.165 0.348
H 1.563815 -5.559752 3.773600 0.156 0.358 0.104 0.292
H 6.318176 4.665046 -2.691638 0.151 -0.069 0.130 0.317
H 0.920473 -3.913852 -4.516759 0.434 0.207 0.026 0.288
H -0.385498 8.520825 0.776437 0.290 -0.240 0.459 0.412
H 0.988645 -3.072442 4.135932 -0.226 0.260 0.005 0.361
H 2.169250 -5.205929 1.179542 -0.003 -0.565 0.645 0.340
H 1.913072 3.397738 2.177868 -0.185 0.285 0.083 0.316
H -2.466450 5.221438 -0.069808 0.040 0.622 -0.290 0.369
H -1.886348 7.875254 1.556611 0.163 0.246 0.126 0.336
H 0.968509 -1.856379 -5.724738 0.005 -0.419 -0.149 0.319
H -0.102539 0.340813 0.563309 -0.014 0.118 0.250 0.299
H -2.377685 5.176155 1.639344 0.540 0.282 0.310 0.333
H 4.642071 2.414679 -3.942907 0.302 0.143 -0.142 0.343
H -0.859346 -5.373512 2.607815 -0.589 -0.479 -0.254 0.326
H 4.876957 5.432997 -3.259419 -0.500 -0.727 -0.377 0.356
H 6.105377 2.162164 -2.879625 -0.162 -0.056 -0.122 0.319
H 3.124894 2.776641 1.516337 0.321 0.003 -0.179 0.313
H 0.655153 6.957498 2.029358 -0.134 0.150 -0.294 0.296
H 0.615124 -0.929358 -4.383754 -0.234 0.007 0.488 0.294
H -7.179541 -4.792117 3.147704 0.546 0.001 0.001 0.284
H -0.367983 -3.232439 2.976965 0.092 0.237 -0.050 0.301
H -4.583206 -5.019190 1.578428 0.402 -0.578 -0.150 0.388
H -0.701890 -1.692043 -5.244033 -0.131 -0.447 0.263 0.316
H 0.825995 -4.148271 1.159346 -0.061 0.301 0.032 0.207
H -1.105832 -2.850874 -2.506789 0.397 0.052 0.256 0.360
H -0.604021 -4.573652 -2.796688 0.645 0.310 0.385 0.319
H 2.251828 -3.717521 2.123171 0.138 0.178 -0.313 0.305
H 4.469204 1.471046 -2.488907 0.486 -0.402 -0.114 0.280
H -1.699584 8.081956 -0.178347 -0.307 -0.296 -0.130 0.338
H -0.045746 6.255333 -0.211741 -0.225 -0.424 -0.351 0.122
H -3.990156 -2.206346 1.647982 0.231 -0.253 -0.031 0.289
H 5.269777 5.646190 -1.657426 0.092 -0.335 0.558 0.341

=====

No. 2
116
Properties=species:S:1:pos:R:3:forces:R:3:mulliken_charge:R:1 method="wB97M-V/def2-TZVPD" gap_ha=0.1961 e_tot_ev=-279328.98581 multiplicity=1 total_charge=+1 mol_weight_g_mol=1397.166
K 2.902177 1.100745 5.180553 -0.002 -0.502 -0.059 0.996
K -3.836596 -6.793485 0.781527 0.147 0.139 0.296 0.999
K -2.421442 1.365900 -6.045612 0.177 0.142 0.108 0.999
K 0.583508 5.934516 2.473329 -0.234 0.129 -0.402 0.997
S 1.390940 6.918785 -4.557889 2.710 -2.918 -0.334 1.078
S -0.793470 7.734717 -4.312360 -9.211 4.749 4.182 1.058
S -2.716841 -4.363451 7.015532 -1.316 1.330 3.020 1.068
S -0.483169 -5.165439 6.552603 7.078 2.042 -2.470 1.008
S 0.746871 0.566788 -0.073898 4.615 0.811 -2.160 1.067
S -1.382659 0.107736 0.681151 -9.940 -3.521 1.398 1.040
P 6.191141 -9.824441 -0.703380 0.658 0.611 0.816 0.964
P -11.608208 2.552216 -0.605051 1.422 0.343 0.011 1.045
P 9.326569 -0.182111 4.218118 -2.369 -1.651 -0.407 1.015
P 2.077986 -2.250124 -9.564563 1.628 -0.470 -0.159 0.935
P -5.461949 7.593436 5.990380 -3.117 -0.815 1.223 0.988
F 2.179701 5.612429 -5.207664 -1.560 0.753 0.278 -0.305
F -2.198342 0.120974 2.086843 -0.379 0.949 -0.003 -0.320
F 0.722979 -5.998339 7.283309 -0.801 0.243 -0.808 -0.293
F 1.997476 1.645325 0.080936 -1.987 1.822 0.092 -0.317
F -3.965506 -4.935367 7.836993 0.711 -0.193 -0.203 -0.253
F -2.316960 7.650862 -4.927593 0.310 -0.549 -0.407 -0.355
O 6.568539 -8.160193 -0.657340 -1.150 -2.186 0.029 -0.311
O -10.236259 2.296508 0.257130 -2.136 1.348 -2.265 -0.345
O -11.257979 3.889590 -1.465612 -0.091 -1.484 0.300 -0.355
O 0.166122 -3.753069 6.554212 -2.632 -4.493 -0.379 -0.599
O -3.150100 -4.496592 5.653912 0.516 0.025 0.485 -0.536
O -2.551199 -3.027841 7.604586 -0.045 -2.529 -1.329 -0.557
O 9.897444 0.089968 2.722144 0.144 -0.227 1.430 -0.301
O 7.888912 -0.607493 4.206588 1.507 1.237 0.085 -0.697
O -12.863770 2.706733 0.134819 0.123 -0.399 -0.088 -0.647
O 2.894991 -1.452163 -10.752799 -2.200 -0.975 2.072 -0.247
O 1.657683 -0.482491 0.146435 -0.426 -2.834 0.940 -0.547
O 1.573234 6.694203 -3.147764 -0.585 -0.006 -0.702 -0.541
O -6.964163 7.213846 5.465342 1.025 -0.444 1.263 -0.275
O -11.576162 1.268573 -1.610342 -0.137 2.001 0.097 -0.326
O 2.150855 7.973874 -5.133075 -1.000 0.187 -0.480 -0.517
O -2.216208 0.892763 -0.234503 1.423 -1.322 1.005 -0.574
O -0.718924 -5.819413 5.268966 0.925 0.995 1.122 -0.573
O -1.432990 -1.363199 0.588637 1.661 2.307 -1.400 -0.573
O 0.276559 0.650293 -1.468736 -0.077 0.911 3.136 -0.508
O 3.326478 -2.560218 -8.537655 -0.931 1.503 -0.306 -0.273
O 10.204948 -1.345438 4.907753 1.123 2.258 -2.066 -0.321
O 7.193656 -10.359350 -1.819518 -0.868 0.329 0.314 -0.281
O 4.768961 -10.015252 -1.493869 0.439 1.432 0.855 -0.286
O 1.955270 -3.801458 -10.168674 -0.447 3.963 -0.616 -0.347
O 9.560074 1.202007 4.980704 -0.446 -0.940 -0.135 -0.214
O -1.150753 7.418916 -2.932722 1.276 0.477 -0.780 -0.602
O -4.396666 7.549743 4.981653 -0.002 0.543 0.402 -0.654
O 6.270871 -10.519335 0.621371 -0.536 1.383 -2.272 -0.661
O -5.834248 9.016212 6.800899 -0.193 -4.062 -0.119 -0.281
O -5.432509 6.433942 7.135874 1.127 0.646 0.253 -0.334
O 0.884456 -1.556075 -8.977184 1.618 -1.207 -1.054 -0.637
O -0.538536 9.099011 -4.654339 1.477 -0.230 0.258 -0.561
N -0.245902 6.610568 -5.087703 6.557 -2.693 -1.823 -0.254
N -1.529290 -5.513796 7.585075 -4.432 2.670 0.303 -0.264
N -0.241791 0.876634 1.305725 5.139 1.015 -2.954 -0.260
C -12.816376 0.549786 -1.765253 1.189 -1.096 0.401 -0.662
C -7.426108 7.407107 4.160916 0.630 0.967 -1.160 -0.623
C 1.941608 -4.845603 -9.258066 0.679 -1.211 0.788 -0.564
C 9.698867 -2.135708 5.942322 -1.010 -1.226 0.414 -0.671
C -9.937233 0.957733 0.713709 0.414 2.112 0.423 -0.563
C 2.357518 -0.463275 -11.634636 1.500 0.451 -1.864 -0.712
C 10.815063 1.571968 5.471988 1.728 1.481 0.649 -0.696
C 5.855108 -7.324283 0.274520 -0.782 -0.502 0.957 -0.787
C 4.319229 -9.129072 -2.557905 0.212 -0.743 -0.865 -0.598
C 9.068818 0.903946 1.888928 -1.431 0.085 -0.864 -0.725
C -5.137813 5.003608 6.934115 0.091 0.493 -0.362 -0.664
C 3.815181 -1.497275 -7.655726 -0.785 0.381 0.313 -0.733
C 8.593248 -10.187321 -2.047346 -0.092 0.691 -0.143 -0.585
C -5.219613 10.232756 6.608571 1.608 1.090 -1.857 -0.677
C -12.233448 4.306638 -2.463130 0.046 0.932 0.815 -0.555
H 1.336057 -0.435842 -12.014059 -0.251 -0.887 0.813 0.310
H -4.395178 4.862810 6.148770 -0.823 0.153 -0.855 0.283
H 11.637299 1.535693 4.757347 -0.190 -0.627 -0.337 0.336
H -5.851348 11.087942 6.848738 -0.178 -0.445 0.488 0.275
H 8.092975 0.464175 1.682975 0.125 -0.848 0.175 0.305
H 3.002798 -0.674161 -12.487414 -0.393 0.213 -0.530 0.297
H -7.682311 8.462090 4.063672 0.007 0.074 -0.433 0.256
H -10.370399 1.004425 1.712851 -0.108 -1.284 -0.053 0.263
H -10.273182 0.232654 -0.027576 0.148 -0.229 0.557 0.282
H -8.860721 1.102224 0.804985 0.090 -1.157 0.030 0.212
H 5.272025 -6.542311 -0.211929 0.724 0.234 -0.352 0.296
H -4.232944 10.302168 7.066568 -0.169 0.049 0.512 0.279
H -11.679056 4.656136 -3.334110 -0.113 -0.882 -0.258 0.254
H -12.658961 -0.218727 -1.008484 -1.226 -0.146 0.217 0.283
H 11.131707 1.100847 6.402508 -0.351 -0.634 -0.170 0.265
H 3.463392 -9.580787 -3.059490 0.282 -0.800 0.117 0.271
H 9.506534 1.040051 0.899999 0.566 -0.009 0.430 0.288
H 9.061745 -9.522269 -1.321859 -0.071 -0.288 0.262 0.299
H 2.630425 0.569156 -11.416192 -0.037 -0.142 1.009 0.297
H 9.076385 -11.163072 -2.098196 -0.114 0.126 0.178 0.248
H 4.896107 -1.364647 -7.701653 -0.109 -0.699 -0.071 0.289
H -8.303149 6.836196 3.856021 0.016 -0.325 0.851 0.252
H 3.878390 -8.150239 -2.369072 0.747 0.207 1.261 0.253
H -4.602764 4.448252 7.704437 -0.081 1.222 1.205 0.288
H -12.736754 5.218132 -2.140695 0.085 0.012 0.578 0.264
H 5.088730 -7.816355 0.873370 -0.168 -0.922 -0.391 0.319
H 3.434223 -1.654752 -6.646674 0.493 -0.729 0.098 0.304
H 9.902668 -1.681542 6.912010 -0.281 -0.015 -0.031 0.254
H 8.651746 -2.352359 5.730922 -0.253 0.504 0.517 0.332
H -13.051783 3.596134 -2.579794 0.449 -0.282 -0.534 0.251
H -13.699038 1.176182 -1.636209 0.138 -0.280 0.005 0.347
H 6.470666 -6.986579 1.108286 0.644 0.458 -0.675 0.315
H 10.816082 2.630789 5.730842 -0.610 0.120 -0.065 0.278
H -6.618194 7.127864 3.484600 -0.088 0.262 -0.355 0.296
H 2.980742 -5.111872 -9.064690 0.016 0.065 0.576 0.227
H 3.414483 -0.494558 -7.804452 -0.314 -0.055 -1.056 0.300
H 5.125235 -9.038550 -3.286093 -0.059 0.167 -0.002 0.290
H 1.413389 -4.549874 -8.351628 0.004 -0.444 0.114 0.305
H 10.124489 -3.138694 5.911132 0.678 0.279 -0.127 0.248
H 1.535016 -5.746313 -9.717970 -0.534 0.307 -0.063 0.250
H -6.089264 4.473647 6.889479 0.098 0.169 -0.847 0.276
H -12.745489 0.004823 -2.706578 -0.290 0.495 -0.232 0.251
H 8.721929 1.858259 2.285262 0.967 0.276 0.521 0.306
H 8.672095 -9.676811 -3.007171 0.136 -0.193 -0.092 0.255
H -5.016656 10.316986 5.540955 0.112 0.381 -0.225 0.314

=====

No. 3
78
Properties=species:S:1:pos:R:3:forces:R:3:mulliken_charge:R:1 method="wB97M-V/def2-TZVPD" gap_ha=0.3099 e_tot_ev=-43696.93413 e_above_lowest_ev=6.378 multiplicity=1 smiles="NC(N)=O.NC(N)=O.NC(N)=O.CC(C)O.CC(C)O.CC(C)O.CO.CO.CO" mol_weight_g_mol=456.582
O -3.499641 2.737115 -0.034603 2.202 5.710 1.148 -0.669
O -1.296641 0.978115 1.901397 -2.989 -1.338 -0.036 -0.905
O -0.552641 -1.039885 -0.504603 -0.697 -1.829 2.100 0.029
O -0.035641 -2.904885 -2.531603 -0.205 0.094 -0.371 -0.660
O 3.025359 2.091115 0.364397 3.435 -2.156 7.089 -0.615
O -1.731641 -4.499885 1.261397 3.893 2.698 3.887 -0.751
O 1.396359 -0.401885 1.088397 0.475 -3.509 5.841 0.126
O -0.728641 3.579115 -0.630603 0.876 0.221 -0.490 -0.550
O 4.036359 -2.693885 0.988397 -1.227 -4.334 8.760 -0.558
N 0.310359 -4.183885 2.435397 3.674 -4.809 0.751 -0.285
N -1.130641 -2.577885 2.375397 -0.521 5.651 1.852 -0.250
N -2.675641 -0.636885 1.117397 -0.884 -1.091 -1.145 -0.163
N -3.413641 0.987115 2.517397 -6.440 0.434 1.765 -0.327
N 0.515359 -0.543885 3.245397 0.997 0.672 1.749 -0.426
N 2.055359 -2.055885 2.722397 2.819 -1.551 1.415 -0.440
C 2.906359 -2.311885 -1.104603 -0.344 -0.370 -1.178 -0.704
C -0.856641 -3.773885 2.047397 -5.887 -4.925 -5.919 0.469
C -5.479641 1.483115 -0.297603 0.516 -1.857 1.443 -1.394
C 2.721359 4.061115 -0.974603 0.096 0.598 -0.584 -1.977
C -0.739641 3.735115 -2.040603 -1.024 -0.456 -0.107 -0.284
C -0.467641 0.155115 -1.132603 0.156 2.025 -2.511 -0.306
C 1.394359 -1.015885 2.348397 -1.715 5.577 -5.636 -0.436
C -4.173641 1.984115 -0.848603 -0.991 -2.494 -4.750 1.680
C 2.614359 2.624115 -0.708603 -4.946 -1.034 -6.508 2.007
C -4.377641 2.765115 -2.150603 -0.687 0.865 0.797 -1.540
C -2.489641 0.438115 1.862397 7.990 0.493 -2.086 0.296
C -0.268641 -3.949885 -1.596603 0.653 -0.334 0.601 -0.367
C 4.133359 -2.261885 -0.176603 1.693 5.668 -9.728 0.182
C 4.663359 -0.811885 -0.103603 -0.812 -0.292 1.258 -1.494
C 3.086359 1.732115 -1.902603 1.987 2.251 -0.399 -0.514
H 4.908359 -2.833885 -0.643603 0.638 -0.296 -1.151 0.567
H -1.541641 4.510115 -2.286603 1.317 -0.730 -0.239 0.257
H 2.820359 0.719115 -1.754603 0.052 -1.176 0.510 -0.342
H -5.298641 0.694115 0.510397 -0.305 1.222 -0.669 0.144
H 4.527359 -3.517885 1.010397 -0.330 -0.145 0.805 0.317
H 4.979359 -0.295885 -0.965603 0.096 0.139 -1.420 0.405
H -3.550641 -1.123885 1.031397 -0.294 0.165 0.098 0.181
H -3.501641 2.323115 0.767397 0.402 -1.255 3.671 0.196
H -6.211641 2.209115 0.018397 0.287 0.714 0.456 0.348
H 1.118359 -3.580885 2.532397 -0.729 -0.053 0.021 0.339
H 0.758359 -0.627885 4.246397 -0.371 0.074 -0.959 0.196
H 2.469359 1.311115 0.463397 0.350 -0.297 0.853 -0.009
H 0.488359 -4.788885 -1.740603 -0.789 1.154 0.009 0.298
H 2.849359 -1.664885 -2.051603 0.677 -0.609 1.638 0.239
H 2.837359 -3.319885 -1.486603 -0.120 -0.516 -0.281 0.453
H -0.430641 -1.967885 2.830397 -0.912 -1.174 -0.081 0.449
H -1.862641 -1.942885 2.046397 0.081 -1.556 -0.205 0.229
H -3.393641 1.223115 -1.068603 -1.348 -1.153 -0.553 -0.268
H 3.900359 -0.208885 0.369397 -0.368 0.193 -0.062 0.377
H 2.260359 -2.141885 3.730397 -0.385 -0.019 -0.853 0.272
H 0.598359 0.379115 -1.248603 -0.170 0.785 0.246 0.141
H 2.548359 2.016115 -2.812603 0.514 0.236 -0.198 0.388
H 0.544359 -5.208885 2.315397 -0.714 1.981 -0.102 0.276
H 2.583359 4.255115 -2.016603 -0.262 -0.156 -0.899 0.401
H -1.039641 2.742115 -2.550603 0.625 1.423 0.490 0.103
H 2.833359 -2.315885 2.129397 0.456 -0.217 -0.483 0.606
H -3.461641 3.129115 -2.574603 0.609 0.074 -0.007 0.229
H -0.800641 0.014115 -2.183603 -0.195 0.219 0.462 0.462
H 5.469359 -0.748885 0.592397 0.926 -0.266 0.568 0.412
H -4.904641 2.257115 -2.919603 -0.391 -0.941 -0.553 0.425
H 1.925359 4.544115 -0.503603 -1.260 1.015 1.028 0.470
H -6.010641 0.934115 -1.017603 -0.543 -0.900 -1.339 0.469
H 3.590359 4.616115 -0.769603 1.627 0.177 0.784 0.475
H 0.294359 4.015115 -2.287603 -0.652 0.089 -0.480 0.133
H -5.001641 3.642115 -1.933603 0.163 0.034 0.110 0.353
H -0.105641 -3.499885 -0.582603 -0.468 -0.916 -0.630 -0.043
H -0.039641 -0.881885 0.331397 0.330 -0.427 -0.443 0.001
H -1.066641 0.968115 -0.655603 0.713 -0.415 -0.248 -0.119
H -0.397641 -2.089885 -2.135603 0.336 -0.754 -0.071 0.215
H 1.486359 2.394115 -0.611603 0.725 1.060 -1.326 -0.661
H -1.279641 -4.407885 -1.707603 0.612 0.469 0.320 0.224
H 4.269359 1.864115 -1.972603 -2.456 -0.452 -0.243 0.204
H -3.249641 1.680115 3.169397 0.881 1.527 1.240 0.251
H 0.068359 0.301115 2.944397 -0.678 0.686 -0.201 0.233
H 1.969359 -2.173885 -0.598603 -0.333 0.419 0.515 -0.194
H -1.561641 3.180115 -0.446603 -1.176 -0.403 0.873 0.293
H -4.390641 0.669115 2.502397 0.873 0.015 -0.087 0.245
H -1.937641 -0.934885 0.448397 -0.130 0.377 0.077 0.185